1.
{"formula": "CH9NO4", "method": "ωB97M-V with the def2-TZVPD basis set", "symbols": ["C", "H", "H", "O", "O", "H", "H", "H", "H", "H", "O", "N", "H", "H", "O"], "coordinates": [[0.589, -0.342, -1.110], [-3.376, -0.598, -0.064], [1.681, 0.714, 0.328], [1.769, 1.674, 0.790], [-2.423, -0.540, -0.199], [-0.763, -1.271, 2.308], [0.085, -1.333, -1.037], [-1.301, -1.088, 0.830], [2.713, 1.758, 0.944], [-1.098, 0.386, -0.310], [1.703, -0.385, -0.409], [-0.275, 0.716, -0.861], [0.283, 1.486, -0.453], [0.913, -0.164, -2.179], [-0.499, -1.013, 1.421]], "forces_ev_per_angstrom": [[0.666, 0.392, 1.278], [0.150, 0.164, 0.183], [0.829, 2.010, 1.845], [-0.284, -0.871, -0.775], [0.694, -0.228, -0.545], [0.001, 0.043, -0.038], [-0.343, -0.138, -0.577], [-0.196, 0.114, 0.605], [0.056, 0.207, 0.140], [-1.910, 0.479, -0.569], [-0.466, -1.179, -1.578], [1.420, -0.288, 0.824], [-0.557, 0.121, -0.032], [-0.295, -0.565, -0.456], [0.236, -0.261, -0.306]], "e_homo_ev": -9.7, "e_tot_ha": -398.94303, "relative_energy_kj_mol": 810.0, "homo_lumo_gap_ev": 4.8}

---

2.
{"formula": "CH9O3S", "method": "ωB97M-V with the def2-TZVPD basis set", "symbols": ["H", "O", "H", "S", "H", "H", "O", "H", "H", "O", "H", "H", "C", "H"], "coordinates": [[1.933, -0.437, 2.172], [-0.635, 0.852, -2.333], [-1.217, 1.569, -0.140], [1.782, 0.086, -0.205], [1.185, -1.575, 1.330], [0.244, 1.024, -2.597], [-0.983, 2.082, 0.578], [-0.116, 0.376, -1.558], [0.313, -0.020, 1.493], [-1.713, -1.945, -0.374], [-0.037, 2.225, 0.581], [-0.749, -2.024, -0.886], [1.224, -0.529, 1.404], [-1.231, -1.685, 0.534]], "forces_ev_per_angstrom": [[0.856, 1.087, 1.285], [0.368, -1.685, 2.445], [-0.255, -1.615, -2.604], [0.508, 0.257, -0.841], [-0.931, -1.671, -0.156], [1.654, 1.380, -1.970], [-0.149, 2.048, 3.053], [-1.836, 0.244, -0.303], [-1.442, 0.263, 1.240], [5.814, 0.411, 1.265], [0.393, -0.434, -0.498], [-3.739, 0.390, 1.398], [0.709, -0.013, -1.684], [-1.951, -0.664, -2.629]], "e_homo_ev": -3.2, "total_charge": -1, "e_tot_ha": -667.40270, "relative_energy_kj_mol": 175.8, "homo_lumo_gap_ev": 7.2}

---

3.
{"formula": "CH9O6", "method": "ωB97M-V with the def2-TZVPD basis set", "symbols": ["H", "H", "O", "H", "H", "O", "O", "H", "H", "H", "H", "O", "C", "O", "H", "O"], "coordinates": [[-1.532, -0.507, -1.655], [-1.586, 1.666, -0.310], [0.233, -0.015, 1.325], [1.358, -1.040, -1.042], [1.751, 1.493, -0.049], [2.158, -1.555, -1.299], [-1.255, -0.491, -2.673], [-0.678, -0.292, 3.295], [-1.156, 0.297, 0.353], [3.171, 1.590, 0.599], [-1.770, 0.388, -2.724], [-1.761, -0.735, 1.669], [-0.693, -0.372, 2.149], [-1.557, 0.721, -0.444], [1.938, -2.476, -1.291], [2.514, 2.214, 0.162]], "forces_ev_per_angstrom": [[1.325, -0.332, -2.489], [0.141, 0.147, 0.176], [0.599, -0.084, 2.487], [0.604, -0.802, -0.143], [2.319, 2.561, 0.912], [-0.128, 1.344, 0.094], [-2.545, 1.829, 2.420], [0.838, 0.007, -1.066], [-0.013, 0.217, -0.372], [-1.167, 1.249, -0.738], [1.420, -1.773, -0.676], [-1.908, -1.198, 1.118], [0.904, 0.718, -1.439], [-0.573, 0.458, -0.373], [-0.524, -0.498, 0.125], [-1.293, -3.843, -0.036]], "e_homo_ev": -5.0, "total_charge": -1, "e_tot_ha": -494.97533, "relative_energy_kj_mol": 218.1, "homo_lumo_gap_ev": 8.8}

---

4.
{"formula": "CH9O6", "method": "ωB97M-V with the def2-TZVPD basis set", "symbols": ["H", "H", "H", "H", "O", "C", "O", "O", "H", "H", "H", "H", "O", "O", "H", "O"], "coordinates": [[-0.486, 2.142, -0.210], [3.449, -0.400, -1.852], [-2.552, -0.282, 0.522], [-2.208, 0.324, -0.850], [3.749, -1.212, -1.508], [-0.347, 0.223, 1.659], [-2.960, 0.203, -0.291], [-0.437, 2.693, -0.960], [0.213, 0.947, 2.268], [0.586, -2.278, 0.094], [3.002, -1.493, -0.909], [0.562, -0.690, -0.571], [-1.250, -0.475, 2.185], [0.023, 0.337, 0.422], [-0.043, 2.053, -1.544], [0.820, -1.754, -0.711]], "forces_ev_per_angstrom": [[-0.224, -1.107, 2.047], [-0.566, 1.458, -0.633], [-0.796, 1.226, -1.814], [0.876, 0.163, -0.463], [-0.240, -1.773, 1.520], [-0.716, -0.134, -0.810], [-0.089, -1.414, 2.448], [-0.025, 1.323, -1.479], [0.076, -0.032, 0.708], [0.004, 1.362, -0.884], [0.607, 0.266, -0.953], [0.152, -3.671, 0.957], [1.379, 0.783, -1.233], [-0.854, 0.169, 1.272], [0.310, -0.106, -0.715], [0.105, 1.486, 0.033]], "e_homo_ev": -5.9, "total_charge": -1, "e_tot_ha": -495.01784, "relative_energy_kj_mol": 106.5, "homo_lumo_gap_ev": 9.6}

---

5.
{"formula": "CHAsF6KO3", "method": "ωB97M-V with the def2-TZVPD basis set", "symbols": ["K", "F", "F", "As", "H", "O", "O", "F", "F", "F", "F", "C", "O"], "coordinates": [[-0.653, -0.976, 0.728], [3.774, 1.043, -0.328], [2.257, 2.015, 1.641], [2.726, 0.376, 0.912], [-3.519, 0.558, -0.666], [-3.883, -1.133, -2.793], [-4.166, 0.604, -1.375], [3.116, -1.314, 0.340], [1.603, -0.414, 2.068], [4.068, 0.401, 2.074], [1.309, 0.440, -0.125], [-3.672, -0.579, -1.684], [-2.961, -1.019, -0.791]], "forces_ev_per_angstrom": [[-0.410, -0.042, -0.417], [-1.019, -0.296, 0.829], [0.468, -2.141, -1.349], [0.961, 0.427, 1.239], [-0.223, 2.067, 1.814], [-0.358, 0.992, 1.166], [-0.945, 2.042, -0.164], [-0.430, 1.992, 0.583], [0.587, 0.326, -0.094], [-1.158, -0.494, -0.966], [0.526, 0.188, -0.251], [-1.139, -3.304, -5.858], [3.141, -1.757, 3.468]], "e_homo_ev": -5.3, "total_charge": -1, "e_tot_ha": -3699.61571, "relative_energy_kj_mol": 0.0, "homo_lumo_gap_ev": 7.2}

---

6.
{"formula": "CHAuLiO2", "method": "ωB97M-V with the def2-TZVPD basis set", "symbols": ["C", "O", "O", "Au", "H", "Li"], "coordinates": [[0.765, -0.408, -0.185], [-0.071, 0.613, -0.035], [0.399, -1.293, -0.889], [-1.405, -0.920, -0.016], [1.159, 0.689, -0.421], [-0.846, 1.319, 1.546]], "forces_ev_per_angstrom": [[0.823, -0.430, -2.136], [0.500, 2.189, 1.663], [2.160, -2.971, -0.300], [-5.861, -3.348, -0.564], [2.553, 2.456, -0.564], [-0.175, 2.104, 1.900]], "e_homo_ev": [-30.2, -31.1], "total_charge": 3, "e_tot_ha": -330.62437, "relative_energy_kj_mol": 246.5, "homo_lumo_gap_ev": [11.1, 9.2], "multiplicity": 3}

---

What is the formula in the fifth record?
CHAsF6KO3